Below is 2 unconnected molecules or ions with the total composition C4H10NS2, with properties calculated with ωB97M-V/def2-TZVPD.

CARTESIAN COORDINATES (ANGSTROEM)
C (0.062, 0.975, -0.829)
C (0.394, -0.788, 1.497)
C (1.216, 0.604, -1.609)
C (-0.692, -0.484, 0.524)
N (-1.820, 0.253, 1.035)
S (-0.833, 2.288, -0.731)
S (1.066, -1.124, -2.260)
H (0.696, 0.095, 2.056)
H (1.258, -1.189, 0.978)
H (0.066, -1.550, 2.208)
H (1.362, 1.291, -2.447)
H (2.102, 0.613, -0.968)
H (-0.948, -1.269, -0.174)
H (-1.750, 0.405, 2.046)
H (-2.724, -0.174, 0.815)
H (-1.783, 1.255, 0.533)
H (2.328, -1.203, -2.674)

Computed properties:
- charge = +1
- HOMO level (eV) = -13.035
- energy relative to the best compared isomer or geometry (same formula, charge and spin) (eV) = 1.4180

natural (NBO) population analysis, charges in e, atoms 1 to 4:
1. C -0.07
2. C -0.68
3. C -0.66
4. C -0.02

***

Below is a molecular structure, C29H20IN3O8RuS2, with properties calculated with ωB97M-V/def2-TZVPD.

CARTESIAN COORDINATES (ANGSTROEM)
Ru (0.896, -0.009, 0.282)
O (-1.381, 2.304, -4.155)
C (-0.065, 2.493, -4.361)
C (0.317, 3.109, -5.551)
C (1.653, 3.319, -5.826)
C (2.637, 2.919, -4.928)
C (2.262, 2.319, -3.741)
C (0.918, 2.105, -3.435)
C (0.600, 1.468, -2.131)
O (1.517, 1.378, -1.265)
N (-0.651, 1.061, -1.979)
N (-0.892, 0.429, -0.762)
C (-2.110, 0.197, -0.505)
C (-2.589, -0.502, 0.703)
C (-3.919, -0.902, 0.778)
C (-4.337, -1.569, 1.920)
C (-3.423, -1.807, 2.933)
C (-2.118, -1.364, 2.761)
N (-1.719, -0.724, 1.678)
H (-1.468, 1.771, -3.321)
H (-0.453, 3.406, -6.248)
H (1.933, 3.793, -6.758)
H (3.683, 3.070, -5.154)
H (2.997, 1.992, -3.019)
H (-2.845, 0.499, -1.250)
H (-4.598, -0.706, -0.039)
H (-5.364, -1.899, 2.012)
H (-3.705, -2.320, 3.840)
H (-1.358, -1.519, 3.520)
O (5.210, -0.907, -0.195)
S (4.040, -1.318, 0.538)
O (4.234, -1.603, 1.940)
O (2.925, -0.391, 0.279)
C (3.633, -2.945, -0.161)
C (4.650, -3.846, 0.130)
C (4.630, -5.153, -0.320)
C (3.565, -5.592, -1.087)
C (2.537, -4.711, -1.374)
C (2.558, -3.394, -0.925)
S (1.092, -2.453, -1.360)
O (0.222, -3.356, -2.058)
O (1.486, -1.248, -2.060)
O (0.531, -2.034, -0.013)
H (5.480, -3.501, 0.729)
H (5.445, -5.819, -0.070)
H (3.524, -6.608, -1.454)
H (1.688, -5.035, -1.958)
I (0.420, 2.604, 1.236)
C (0.559, 1.954, 3.192)
C (0.382, 2.833, 4.223)
C (0.499, 2.376, 5.550)
C (0.782, 1.064, 5.781)
C (0.963, 0.145, 4.718)
C (1.251, -1.209, 5.003)
C (1.429, -2.082, 3.974)
C (1.320, -1.650, 2.638)
C (1.038, -0.350, 2.282)
C (0.857, 0.579, 3.366)
H (0.161, 3.871, 4.026)
H (0.367, 3.069, 6.370)
H (0.882, 0.693, 6.794)
H (1.343, -1.519, 6.035)
H (1.675, -3.118, 4.167)
H (1.470, -2.390, 1.868)

Computed properties:
- charge = -1
- spin multiplicity = 2
- HOMO level (alpha / beta) (eV) = -5.281 / -5.170
- energy relative to the best compared isomer or geometry (same formula, charge and spin) (eV) = 1.1408

natural (NBO) population analysis, charges in e, atoms 1 to 4:
1. Ru 0.96
2. O -0.70
3. C 0.35
4. C -0.29

***

Below is C18H25NO2 in the gas phase, with properties calculated with ωB97M-V/def2-TZVPD.

CARTESIAN COORDINATES (ANGSTROEM)
C (5.315, 2.506, -1.169)
C (4.512, 1.674, -0.217)
C (3.686, 0.723, -0.649)
C (2.862, -0.135, 0.213)
C (2.737, -1.622, 0.019)
C (2.676, -2.490, 1.254)
H (3.683, -2.690, 1.616)
H (2.198, -3.442, 1.026)
H (2.111, -2.000, 2.041)
C (3.441, -2.293, -1.139)
H (4.487, -2.463, -0.888)
H (2.979, -3.257, -1.348)
H (3.401, -1.691, -2.042)
C (1.560, -0.722, -0.315)
C (0.363, -0.650, 0.558)
O (0.403, -0.548, 1.769)
N (-0.819, -0.721, -0.117)
H (-0.814, -0.712, -1.124)
C (-2.089, -0.566, 0.546)
H (-1.940, -0.828, 1.596)
H (-2.820, -1.251, 0.107)
C (-2.603, 0.884, 0.460)
H (-1.946, 1.530, 1.049)
H (-2.591, 1.233, -0.581)
O (-3.878, 1.035, 1.033)
C (-4.984, 0.616, 0.353)
C (-6.190, 0.740, 1.047)
C (-7.379, 0.370, 0.458)
C (-7.393, -0.132, -0.835)
C (-6.203, -0.255, -1.525)
C (-5.001, 0.112, -0.942)
H (-4.092, 0.004, -1.514)
H (-6.201, -0.644, -2.534)
H (-8.324, -0.423, -1.297)
H (-8.303, 0.472, 1.009)
H (-6.159, 1.135, 2.051)
H (1.359, -0.587, -1.372)
H (2.797, 0.185, 1.246)
H (3.597, 0.554, -1.714)
C (4.710, 1.986, 1.240)
H (5.090, 1.116, 1.774)
H (5.418, 2.801, 1.363)
H (3.769, 2.277, 1.706)
H (5.122, 2.227, -2.202)
H (5.073, 3.561, -1.042)
H (6.380, 2.384, -0.968)

Computed properties:
- SMILES = CC(C)=C[C@H]1[C@H](C(=O)NCCOc2ccccc2)C1(C)C
- HOMO level (eV) = -8.510
- energy relative to the best compared isomer or geometry (same formula, charge and spin) (eV) = 1.5363

natural (NBO) population analysis, charges in e, atoms 1 to 4:
1. C -0.63
2. C 0.04
3. C -0.22
4. C -0.24

***

Below is a molecular structure, C46H60As2N3O2PSW, with properties calculated with ωB97M-V/def2-TZVPD.

CARTESIAN COORDINATES (ANGSTROEM)
W (-0.175, -0.348, 1.202)
C (2.074, -1.980, -1.656)
C (1.538, -0.587, -1.978)
As (1.689, 0.533, -0.400)
C (3.597, 0.540, -0.109)
C (4.414, 1.070, -1.108)
C (5.793, 1.039, -0.963)
C (6.361, 0.478, 0.175)
C (5.550, -0.061, 1.163)
C (4.169, -0.032, 1.020)
C (1.381, 2.330, -1.049)
C (2.090, 3.405, -0.522)
C (1.851, 4.691, -0.983)
C (0.913, 4.907, -1.985)
C (0.212, 3.835, -2.520)
C (0.437, 2.549, -2.048)
As (1.401, -2.638, 0.076)
C (2.997, -3.189, 1.020)
C (2.952, -3.223, 2.410)
C (4.063, -3.636, 3.137)
C (5.221, -4.019, 2.476)
C (5.260, -4.011, 1.087)
C (4.149, -3.609, 0.361)
C (0.616, -4.329, -0.419)
C (0.759, -5.432, 0.417)
C (0.171, -6.639, 0.068)
C (-0.555, -6.746, -1.109)
C (-0.698, -5.645, -1.941)
C (-0.120, -4.434, -1.594)
H (3.162, -1.975, -1.608)
H (1.775, -2.690, -2.425)
H (0.471, -0.635, -2.207)
H (2.054, -0.119, -2.817)
H (3.981, 1.516, -1.995)
H (6.424, 1.450, -1.739)
H (7.437, 0.455, 0.285)
H (5.990, -0.523, 2.038)
H (3.547, -0.496, 1.775)
H (2.858, 3.237, 0.225)
H (2.411, 5.523, -0.576)
H (0.741, 5.907, -2.358)
H (-0.509, 4.000, -3.310)
H (-0.123, 1.721, -2.468)
H (2.050, -2.930, 2.934)
H (4.016, -3.680, 4.218)
H (6.085, -4.343, 3.040)
H (6.153, -4.334, 0.568)
H (4.194, -3.631, -0.720)
H (1.339, -5.361, 1.329)
H (0.290, -7.500, 0.713)
H (-1.004, -7.692, -1.383)
H (-1.262, -5.729, -2.861)
H (-0.249, -3.576, -2.246)
C (-3.655, 1.149, -0.461)
C (-3.468, 2.418, 0.388)
C (-4.831, 3.051, 0.696)
C (-2.646, 3.404, -0.457)
P (-2.496, 2.024, 1.931)
N (-1.269, 1.015, 1.487)
C (-3.526, 1.090, 3.186)
C (-4.474, 2.016, 3.962)
C (-2.645, 0.319, 4.187)
C (-4.358, 0.043, 2.426)
C (-1.649, 3.531, 2.633)
C (-2.603, 4.714, 2.854)
C (-1.026, 3.139, 3.982)
C (-0.502, 3.974, 1.700)
H (-4.022, 1.465, -1.439)
H (-4.390, 0.464, -0.047)
H (-2.720, 0.612, -0.612)
H (-5.279, 3.342, -0.256)
H (-4.752, 3.950, 1.306)
H (-5.521, 2.361, 1.177)
H (-3.137, 3.497, -1.427)
H (-1.632, 3.048, -0.632)
H (-2.605, 4.399, -0.020)
H (-3.940, 2.684, 4.635)
H (-5.115, 1.385, 4.581)
H (-5.123, 2.609, 3.321)
H (-2.277, 0.943, 4.995)
H (-1.800, -0.176, 3.713)
H (-3.263, -0.460, 4.636)
H (-5.131, 0.487, 1.804)
H (-4.861, -0.577, 3.169)
H (-3.739, -0.615, 1.816)
H (-3.444, 4.465, 3.498)
H (-2.988, 5.120, 1.921)
H (-2.041, 5.510, 3.346)
H (-1.776, 2.980, 4.751)
H (-0.399, 3.968, 4.313)
H (-0.403, 2.244, 3.910)
H (-0.837, 4.643, 0.912)
H (-0.001, 3.132, 1.221)
H (0.229, 4.522, 2.299)
O (-1.361, -2.013, 1.630)
C (-1.809, -2.108, 0.429)
O (-1.307, -1.271, -0.395)
C (-2.845, -3.074, 0.061)
C (-3.478, -2.962, -1.175)
C (-4.473, -3.860, -1.512)
C (-4.822, -4.868, -0.620)
C (-4.191, -4.978, 0.613)
C (-3.203, -4.073, 0.962)
H (-3.190, -2.169, -1.853)
H (-4.977, -3.780, -2.466)
H (-5.599, -5.573, -0.888)
H (-4.473, -5.765, 1.299)
H (-2.700, -4.137, 1.918)
N (2.576, 1.770, 2.634)
C (2.405, 0.729, 3.433)
N (3.286, 0.476, 4.390)
S (1.006, -0.286, 3.323)
H (3.403, 2.346, 2.662)
H (1.844, 2.010, 1.983)
H (4.069, 1.079, 4.587)
H (3.170, -0.352, 4.952)

Computed properties:
- charge = +2
- HOMO level (eV) = -12.531
- energy relative to the best compared isomer or geometry (same formula, charge and spin) (eV) = 0.4286

Löwdin population analysis, charges in e, atoms 1 to 4:
1. W 0.98
2. C -0.38
3. C -0.40
4. As 1.16

***

Max |F| values (in eV/Å) by entry order: 3.75, 0.82, 0.51, 0.51.